Entry 1:
Computed, not measured: 2 unconnected molecules or ions with the total composition C3H11N4O, with ωB97M-V with the def2-TZVPD basis set.

```
! RIJCOSX wB97M-V def2-TZVPD def2/J DEFGRID3
* xyz 1 1
N -0.135 0.017 -1.416
C -0.949 0.572 -0.354
N -0.724 1.973 -0.365
N -2.632 0.466 -0.893
H -0.851 -0.630 -1.785
H -0.142 0.799 -2.069
H -1.153 2.399 0.440
H 0.265 2.086 -0.426
H -3.314 0.442 -0.136
H -2.680 1.426 -1.209
C 0.459 -1.430 1.396
C 1.909 -1.144 1.225
N 2.276 -0.738 -0.039
O 2.720 -1.335 2.108
H 0.086 -2.113 0.672
H 0.018 -0.452 1.139
H 0.270 -1.695 2.419
H 1.462 -0.419 -0.587
H 3.116 -0.223 -0.120
*
```

Values from the calculation:
Kohn-Sham gap: 5.166 eV
electronic energy: -414.77219 Ha


Entry 2:
Computed, not measured: a gas-phase ion, C3H11N5 (charge +2), with ωB97M-V with the def2-TZVPD basis set.

```
! RIJCOSX wB97M-V def2-TZVPD def2/J DEFGRID3
* xyz 2 1
N 0.223 2.109 -0.296
C 0.201 0.807 0.033
N -0.933 0.043 0.015
N -2.162 0.664 0.044
C -0.652 -1.394 0.124
C 0.895 -1.439 0.075
N 1.336 -0.036 -0.023
N 2.676 0.215 0.224
H -0.593 2.667 -0.292
H 1.164 2.600 -0.365
H -2.139 1.455 0.646
H -2.865 0.004 0.555
H -2.555 1.056 -0.884
H -0.981 -1.927 -0.723
H -1.049 -1.880 1.042
H 1.394 -1.819 0.972
H 1.129 -2.114 -0.830
H 2.985 1.174 -0.132
H 3.355 -0.601 0.071
*
```

Values from the calculation:
structure (SMILES): NC1=[N+]([NH3+])CCN1N
Kohn-Sham gap: 8.629 eV
electronic energy: -393.93355 Ha


Entry 3:
Computed, not measured: 2 unconnected molecules or ions with the total composition C3H11NO, with ωB97M-V with the def2-TZVPD basis set.

```
! RIJCOSX wB97M-V def2-TZVPD def2/J DEFGRID3
* xyz 0 1
C -1.475 0.542 1.254
C 0.047 0.888 1.272
O 0.654 0.181 0.117
C 0.751 0.730 -1.237
H -1.961 1.568 1.224
H -1.693 -0.203 2.135
H -1.588 0.038 0.361
H 0.210 1.946 1.084
H 0.540 0.506 2.286
H -0.080 1.452 -1.512
H 1.715 1.257 -1.353
H 0.586 -0.002 -2.130
N 0.620 -2.479 -0.950
H 1.033 -2.273 -0.041
H 1.015 -1.820 -1.610
H -0.374 -2.329 -0.900
*
```

Values from the calculation:
structure (SMILES): CCOC.N
Kohn-Sham gap: 10.226 eV
electronic energy: -250.81192 Ha